C24H25Cl2O3PPdSSi as an isolated structure. Source: the OMol25 dataset; level of theory: ωB97M-V/def2-TZVPD.

- expectation value of S² = 6.024
- orbital gap (alpha / beta) (eV) = 8.61 / 5.44
- net charge = +2
- LUMO (alpha / beta) (eV) = -5.53 / -9.64
- multiplicity = 5

CARTESIAN COORDINATES (ANGSTROEM)
1 Pd 0.104 -1.276 0.249
2 O -0.821 0.582 1.326
3 S -1.924 0.638 0.310
4 O -2.354 1.915 -0.114
5 O -1.404 -0.273 -0.786
6 C -3.271 -0.251 1.031
7 C -4.546 0.049 0.585
8 C -5.627 -0.668 1.086
9 C -5.431 -1.670 2.022
10 C -4.151 -1.958 2.480
11 C -3.057 -1.252 1.986
12 P -1.439 -1.554 2.705
13 C -1.270 -0.948 4.359
14 C -1.131 0.426 4.576
15 C -1.087 0.903 5.874
16 C -1.182 0.022 6.945
17 C -1.321 -1.344 6.728
18 C -1.362 -1.839 5.438
19 C -0.882 -3.212 2.459
20 C 0.293 -3.642 3.110
21 C 0.780 -4.911 2.873
22 C 0.128 -5.753 1.975
23 C -1.011 -5.324 1.301
24 C -1.514 -4.058 1.529
25 H -4.693 0.841 -0.137
26 H -6.626 -0.433 0.745
27 H -6.275 -2.220 2.414
28 H -4.014 -2.719 3.239
29 H -1.054 1.111 3.742
30 H -0.979 1.964 6.052
31 H -1.151 0.403 7.956
32 H -1.405 -2.022 7.567
33 H -1.482 -2.902 5.272
34 H 0.802 -2.984 3.803
35 H 1.667 -5.252 3.388
36 H 0.515 -6.747 1.799
37 H -1.511 -5.985 0.607
38 H -2.409 -3.728 1.015
39 Cl -0.490 -1.225 -3.871
40 C -0.786 -2.756 -3.119
41 Cl 0.308 -3.043 -1.674
42 H -0.522 -3.575 -3.780
43 H -1.797 -2.830 -2.741
44 C 5.227 -0.322 2.783
45 Si 5.197 -1.100 1.091
46 C 5.796 -2.859 1.024
47 C 5.880 -0.010 -0.244
48 C 3.305 -1.230 0.798
49 C 2.059 -1.330 0.647
50 H 6.282 -0.267 3.073
51 H 4.714 -0.926 3.531
52 H 4.828 0.691 2.805
53 H 6.866 -2.844 0.800
54 H 5.318 -3.462 0.254
55 H 5.664 -3.357 1.986
56 H 6.940 0.157 -0.031
57 H 5.393 0.964 -0.277
58 H 5.813 -0.469 -1.231

natural (NBO) atomic charge list, values in e, 2 entries: atom 1 (Pd): 1.12, atom 2 (O): -0.95

C24H25CoF3N8S3 as an isolated structure in a non-equilibrium geometry. Source: the OMol25 dataset; level of theory: ωB97M-V/def2-TZVPD.

- expectation value of S² = 6.095
- orbital gap (alpha / beta) (eV) = 6.63 / 5.21
- net charge = +1
- LUMO (alpha / beta) (eV) = -3.07 / -5.43
- multiplicity = 5

CARTESIAN COORDINATES (ANGSTROEM)
1 Co 0.162 0.801 0.087
2 F 4.448 -1.197 3.537
3 C 4.187 0.034 3.056
4 F 4.763 0.123 1.855
5 F 4.815 0.913 3.863
6 C 2.706 0.316 3.051
7 C 2.104 0.626 4.259
8 C 0.751 0.937 4.305
9 C 0.060 1.014 3.115
10 N 0.633 0.716 1.952
11 C 1.917 0.298 1.892
12 S 2.322 -0.227 0.301
13 H 2.701 0.629 5.162
14 H 0.255 1.138 5.242
15 H -0.978 1.322 3.077
16 C 0.344 -2.347 -4.348
17 C 0.191 -2.538 -2.973
18 C 0.162 -1.463 -2.119
19 C 0.274 -0.147 -2.633
20 C 0.449 0.035 -4.029
21 C 0.480 -1.058 -4.862
22 N 0.200 0.909 -1.802
23 N 0.177 2.158 -2.333
24 C 0.427 3.094 -1.434
25 C 0.445 4.470 -1.783
26 C 0.603 5.411 -0.799
27 C 0.777 5.026 0.537
28 C 0.768 3.671 0.901
29 C 0.591 2.703 -0.050
30 H 0.351 -3.200 -5.013
31 H 0.091 -3.538 -2.572
32 H 0.060 -1.611 -1.051
33 H 0.539 1.040 -4.412
34 H 0.606 -0.915 -5.926
35 H 0.338 4.751 -2.822
36 H 0.595 6.462 -1.050
37 H 0.912 5.776 1.305
38 H 0.899 3.413 1.945
39 C -4.258 2.663 -2.086
40 C -4.159 2.619 -0.555
41 C -3.427 1.404 -0.100
42 N -2.156 1.259 -0.130
43 N -1.703 0.046 0.300
44 C -2.660 -0.758 0.703
45 N -2.470 -1.992 1.176
46 S -4.236 -0.033 0.500
47 H -4.788 3.562 -2.396
48 H -4.799 1.796 -2.465
49 H -3.262 2.676 -2.529
50 H -5.157 2.625 -0.118
51 H -3.617 3.498 -0.204
52 H -1.516 -2.257 1.477
53 H -3.242 -2.483 1.591
54 C 0.487 -6.152 0.100
55 N 0.183 -5.089 1.043
56 C 0.932 -4.004 1.256
57 N 2.092 -3.889 0.597
58 S 0.416 -2.776 2.296
59 H -0.411 -6.741 -0.061
60 H 1.267 -6.821 0.474
61 H 0.797 -5.733 -0.858
62 H -0.616 -5.201 1.641
63 H 2.507 -4.673 0.121
64 H 2.671 -3.089 0.796

natural (NBO) atomic charge list, values in e, 2 entries: atom 1 (Co): 1.14, atom 2 (F): -0.32

C24H25CoN5O5S3 as an isolated structure. Source: the OMol25 dataset; level of theory: ωB97M-V/def2-TZVPD.

- expectation value of S² = 6.037
- orbital gap (alpha / beta) (eV) = 8.15 / 5.29
- net charge = +1
- LUMO (alpha / beta) (eV) = -2.85 / -5.87
- multiplicity = 5

CARTESIAN COORDINATES (ANGSTROEM)
1 Co 0.126 0.382 -2.260
2 O 2.101 0.724 -2.258
3 N 2.511 1.957 -2.382
4 C 3.758 2.243 -1.975
5 C 4.244 3.528 -2.053
6 C 3.442 4.548 -2.561
7 C 2.181 4.239 -3.011
8 C 1.700 2.927 -2.923
9 S 0.144 2.474 -3.441
10 H 4.315 1.405 -1.588
11 H 5.253 3.724 -1.717
12 H 3.806 5.567 -2.598
13 H 1.524 4.988 -3.432
14 C -4.627 -0.222 -3.018
15 N -3.692 -1.087 -2.296
16 C -4.059 -1.935 -1.249
17 C -2.959 -2.572 -0.850
18 N -1.915 -2.110 -1.659
19 C -2.381 -1.197 -2.555
20 S -1.515 -0.427 -3.816
21 C -0.582 -2.608 -1.620
22 C -0.381 -3.968 -1.527
23 C 0.919 -4.444 -1.533
24 C 1.964 -3.540 -1.608
25 C 1.665 -2.195 -1.690
26 N 0.406 -1.727 -1.710
27 H -5.527 -0.784 -3.246
28 H -4.165 0.110 -3.937
29 H -4.884 0.642 -2.408
30 H -5.066 -1.974 -0.863
31 H -2.797 -3.256 -0.033
32 H -1.231 -4.640 -1.480
33 H 1.106 -5.510 -1.500
34 H 2.997 -3.865 -1.616
35 H 2.446 -1.448 -1.747
36 C 3.410 -0.125 4.993
37 C 2.078 -0.404 4.339
38 C 2.015 -1.034 3.097
39 C 0.801 -1.239 2.461
40 C -0.369 -0.829 3.091
41 C -0.337 -0.226 4.344
42 C 0.888 -0.011 4.954
43 S -1.906 -1.062 2.269
44 O -2.891 -1.278 3.284
45 O -1.689 -2.048 1.238
46 N -2.286 0.304 1.432
47 C -2.041 1.684 1.923
48 C -1.775 2.643 0.751
49 C -0.645 2.197 -0.159
50 O 0.373 2.866 -0.320
51 O -0.865 1.032 -0.732
52 H 4.141 -0.900 4.754
53 H 3.316 -0.058 6.078
54 H 3.811 0.829 4.637
55 H 2.934 -1.374 2.627
56 H 0.741 -1.723 1.491
57 H -1.264 0.046 4.836
58 H 0.925 0.466 5.929
59 H -1.903 0.184 0.496
60 H -1.188 1.731 2.595
61 H -2.912 2.033 2.475
62 H -1.518 3.618 1.150
63 H -2.671 2.729 0.128

natural (NBO) atomic charge list, values in e, 2 entries: atom 1 (Co): 1.42, atom 2 (O): -0.62